Record 1
Computed, not measured: a cluster of 8 separate species, C29H50O24 in total in a non-equilibrium geometry, with the ωB97M-V functional and the def2-TZVPD basis.

Geometry as ORCA input:
```
! wB97M-V def2-TZVPD RIJCOSX def2/J DEFGRID3
* xyz 0 1
H -1.108 -1.432 -2.029
H -3.256 1.108 -4.598
O -1.120 -5.090 3.931
C 0.425 -5.338 -3.679
H -1.140 0.642 -3.056
C -5.540 -0.032 4.104
H 0.725 3.785 1.960
H -4.806 -0.831 4.201
H -0.322 -1.612 6.317
C 3.318 -3.271 -1.732
H -2.244 3.276 -0.672
O -0.641 -2.155 -3.881
C 2.852 6.738 2.801
H 0.846 2.647 -3.794
C 2.184 -3.798 -3.779
O -1.854 -3.435 5.270
C 0.918 5.513 3.279
C -1.590 -1.721 3.707
H 4.316 -2.868 -1.570
O 2.194 -3.830 -4.973
H 2.393 2.473 -6.396
C -1.703 -0.101 -3.625
H 2.628 -2.712 -1.104
C 0.285 4.193 2.867
H 0.907 5.659 4.366
C 0.288 -6.545 0.872
H 1.044 -6.049 -4.237
H 0.497 3.454 3.642
H -3.138 -1.754 5.120
H 3.363 0.819 -1.281
C 0.106 0.234 1.040
O 1.515 -3.403 0.896
H -0.784 4.365 2.772
H -0.202 -4.865 -4.433
C -2.083 -2.028 5.147
C -4.079 1.278 2.817
H -3.772 -0.460 -4.108
H -1.441 -0.235 6.159
O 2.493 -0.423 -4.798
H 1.252 3.665 -5.855
O 4.118 6.566 2.456
O 0.434 1.528 0.565
O 0.198 -1.802 -5.919
H 0.879 1.300 -4.999
H 4.843 8.185 1.392
C 2.899 0.277 -3.930
H -2.458 3.317 1.920
O 2.263 5.534 2.806
H -0.152 -1.477 -0.218
H 5.966 7.384 2.407
O 2.482 1.514 -3.641
H -0.117 -5.876 -2.907
H 0.327 6.374 2.958
O 0.720 2.458 -1.464
H 0.823 -0.003 1.827
O -0.311 -4.483 0.106
H -1.243 -6.229 -0.611
O 3.909 -0.097 -3.116
H -2.386 -1.229 3.146
C -3.138 0.373 -3.799
C 2.057 3.016 -5.508
C 0.605 1.498 -0.774
H -0.018 -7.326 1.566
C -1.372 -1.314 6.280
H -2.472 -2.113 -3.076
C -1.577 -1.495 -3.006
O 1.270 -4.415 -3.016
C 1.459 2.056 -4.474
O -1.261 -2.979 3.184
O 0.616 0.214 -1.217
O -5.279 0.736 2.937
C 4.928 7.723 2.377
H 4.963 0.241 -1.399
O 2.310 7.777 3.059
H -3.738 4.111 0.061
C -0.877 -5.762 0.304
H -6.498 -0.529 3.969
H 4.781 8.418 3.198
H -3.819 2.522 -0.682
C -3.178 3.195 -0.113
H 2.931 3.542 -5.131
H -2.161 1.732 1.067
O -3.170 1.190 3.603
C 4.185 0.718 -1.998
C 0.583 -0.685 -0.108
H -1.785 -1.655 7.230
H 3.338 -4.311 -1.408
O -4.070 1.936 1.658
H -0.925 0.124 1.362
H -1.729 -5.766 0.988
O 2.993 -3.025 -3.090
O 1.080 -5.532 1.481
C -0.496 -1.467 -5.024
H -3.508 0.900 -2.917
C 0.809 -4.360 0.846
H 4.511 1.722 -2.260
C -2.838 2.568 1.233
H 1.577 -1.017 0.166
C -1.412 -3.958 4.109
H -0.768 -1.000 3.694
O -1.139 -0.270 -4.928
H -5.605 0.611 4.978
H 0.920 -7.041 0.129
*
```

The SMILES is C[C@H]1COC(=O)O1.C[C@H]1COC(=O)O1.CCOC(=O)OC.CCOC(=O)OC.CCOC(=O)OC.COC(=O)OC.O=C1OCCO1.O=C1OCCO1. The highest occupied orbital energy comes out at -9.78 eV. The value obtained for the HOMO-LUMO gap is 9.76 eV. The energy above the lowest of the compared OMol25 structures with the same formula, charge and spin is 0.0 kcal per mole.

Here are the Mulliken charges for atoms 1 to 5, given in e: -0.88, 0.39, -0.51, -0.66, -0.46

***

Record 2
Computed, not measured: a structure of composition C29H50P2Zr in a non-equilibrium geometry, with the ωB97M-V functional and the def2-TZVPD basis.

Geometry as ORCA input:
```
! wB97M-V def2-TZVPD RIJCOSX def2/J DEFGRID3
* xyz 2 1
C 0.143 -2.272 -1.869
H -3.049 -1.383 1.208
H -1.613 0.343 -0.527
H 3.536 2.073 4.602
H -1.078 -0.166 4.209
H 0.520 -0.688 4.800
C -2.014 0.543 -2.653
C -0.461 2.073 -1.183
C 1.997 1.097 1.753
Zr 1.431 -1.712 0.389
H 0.599 2.616 3.438
P 0.498 -0.514 -1.483
H -0.827 -0.328 -6.176
C -1.129 0.741 -1.430
H 2.166 -2.210 4.472
H 3.009 -0.335 -2.205
H 0.217 1.944 -0.315
C -3.612 2.104 -0.166
C 1.248 -4.630 1.274
H -4.291 1.933 0.679
H 3.069 -2.045 -1.689
H -1.717 -3.272 -0.673
H 0.766 -2.659 -2.699
H 0.300 -2.987 -1.003
C -0.744 -2.928 1.220
H 0.390 0.481 3.472
H 4.547 2.033 1.797
C -0.056 -0.421 3.906
H -3.868 1.162 -3.530
H -1.350 2.751 -4.384
H -0.903 -2.352 -2.169
H -2.507 3.477 0.980
H 1.836 3.874 3.635
C 2.289 -2.536 3.431
H 1.303 -0.854 -3.815
H 0.187 2.359 -2.029
H 3.317 -0.677 -0.500
H -1.980 0.038 1.185
H -2.273 -0.802 -5.229
H -2.651 -0.519 2.715
C -1.067 -1.739 1.954
H -2.737 -3.509 0.731
H -1.748 3.688 -1.856
C 1.455 0.337 0.945
H 2.722 -3.545 3.412
C -2.570 2.920 0.025
C -3.231 1.480 -2.691
H -2.445 -0.476 -2.578
H 1.126 3.568 2.033
C 1.464 3.093 2.963
H 0.571 -5.383 0.846
P -0.704 0.444 -3.925
C -4.109 1.408 -1.416
H -0.838 4.021 -0.377
H -0.725 -1.708 -5.030
C -0.504 2.100 -4.618
H -2.978 2.523 -2.885
H 2.227 0.888 4.463
C 2.764 -1.033 -1.396
C 0.514 -3.429 1.736
C -0.059 -1.520 2.919
H -5.093 1.822 -1.695
C -1.178 -0.721 -5.209
C 0.880 -0.022 -3.226
C -1.712 -3.653 0.354
C 0.975 -2.496 2.735
H 3.471 3.266 1.082
C -1.427 3.246 -0.894
H -0.435 1.997 -5.708
H 3.782 0.588 3.653
H 0.431 2.560 -4.279
H 4.175 3.520 2.698
C 3.764 2.769 2.012
H -1.484 -4.723 0.303
H 1.787 -5.092 2.109
H 1.590 0.815 -3.291
H -4.309 0.354 -1.153
C 2.563 2.074 2.655
C -2.250 -0.867 1.753
H 2.015 -4.430 0.503
H 3.032 -1.854 2.980
C 3.052 1.363 3.923
*
```

The highest occupied orbital energy comes out at -13.48 eV. The value obtained for the HOMO-LUMO gap is 7.65 eV. The energy above the lowest of the compared OMol25 structures with the same formula, charge and spin is 18.6 kcal per mole.

Here are the Mulliken charges for atoms 1 to 5, given in e: -1.48, 0.40, -1.08, 0.46, 0.43

***

LUMO level (eV)
-0.02; -5.83
E_tot (Ha)
-2940.8236; -1864.0817